DFT (the ωB97M-V functional and the def2-TZVPD basis) results for a structure of composition C16H25IN2SiZr.

For the largest force on an atom, the calculation gives 3.62 eV Å⁻¹. The calculation puts the LUMO energy at -0.3109 hartree. For the energy above the lowest of the compared OMol25 structures with the same formula, charge and spin, the calculation gives 0.156 eV. Its total energy is -1367.82878 Eh. As for the frontier orbital gap: 6.435 eV. The HOMO energy is -0.547 Eh.

Structure (ORCA input):
```
! wB97M-V def2-TZVPD RIJCOSX def2/J DEFGRID3
* xyz 2 1
C 1.54 1.14 2.55
C 1.49 -0.90 2.53
H 2.61 1.40 2.57
H 1.25 0.94 3.58
H 0.99 2.06 2.27
H 1.60 -1.92 2.10
H 2.42 -0.76 3.10
H 0.65 -0.97 3.24
C 1.34 2.75 -1.39
C 1.42 3.55 -2.53
C 1.32 2.95 -3.79
C 1.16 1.57 -3.89
H 1.45 3.13 -0.37
H 1.56 4.62 -2.42
H 1.37 3.55 -4.70
H 1.07 1.06 -4.85
N 1.12 1.42 -1.50
C 1.07 0.80 -2.73
C 0.91 -0.66 -2.71
N 0.88 -1.27 -1.48
C 0.82 -2.61 -1.33
C 0.68 -2.84 -3.73
C 0.70 -3.43 -2.45
H 0.87 -2.98 -0.31
H 0.62 -4.51 -2.33
C 0.79 -1.45 -3.86
H 0.78 -0.95 -4.83
H 0.57 -3.46 -4.63
Zr 1.02 0.09 0.26
I 3.81 -0.09 0.07
C -3.94 0.55 1.83
Si -2.19 -0.10 1.97
C -1.49 0.57 3.59
C -2.26 -1.98 2.16
C -1.19 0.36 0.47
H -4.56 0.28 2.70
H -4.42 0.15 0.92
H -3.94 1.65 1.74
H -2.19 0.34 4.41
H -0.51 0.15 3.87
H -1.38 1.67 3.54
H -2.71 -2.43 1.25
H -1.26 -2.41 2.31
H -2.90 -2.25 3.02
H -1.35 1.42 0.20
H -1.60 -0.19 -0.41
*
```

Just the Löwdin charges please, in e? Sure, here they are: C -0.112; C -0.153; H 0.041; H 0.045; H 0.087; H 0.072; H 0.059; H 0.025; C -0.080; C 0.011; C 0.025; C 0.050; H 0.130; H 0.134; H 0.139; H 0.128; N -0.111; C -0.185; C -0.186; N -0.107; C -0.072; C 0.027; C 0.010; H 0.126; H 0.136; C 0.049; H 0.129; H 0.143; Zr 1.321; I 0.311; C -0.178; Si 0.386; C -0.182; C -0.182; C -0.414; H 0.050; H 0.043; H 0.042; H 0.063; H -0.019; H 0.046; H 0.040; H 0.013; H 0.055; H 0.022; H 0.024